Entry 1:
Formula: C17H25N5O5PdSSe
Source: OMol25
Level of theory: ωB97M-V/def2-TZVPD

Properties
energy relative to the best compared isomer or geometry (same formula, charge and spin) = 269.5 kJ/mol
LUMO level (alpha / beta) = -7.753 / -7.799 eV
gap between HOMO and LUMO (alpha / beta) = 0.219 / 0.221 Eh
charge = +2
molar mass = 596.9 g mol⁻¹

XYZ file:
```
55
Properties=species:S:1:pos:R:3:forces:R:3
Pd 0.107 -0.161 0.885 -0.0917 -0.1092 -1.4278
O 1.225 1.935 1.135 0.1132 0.1626 0.3720
C 1.519 2.320 2.490 0.0033 -0.1413 -0.1795
C 2.025 1.099 3.235 0.0216 0.2075 -0.4701
N 0.974 0.108 3.627 0.2591 -0.0621 0.9161
C -0.030 0.476 4.331 1.6170 0.1186 1.6370
C -2.062 0.704 3.068 -2.3927 0.2450 -1.5094
O -2.782 0.685 3.963 0.6442 -0.1181 0.7173
O -1.612 0.787 1.986 0.8255 -0.0134 0.5233
C 1.327 -1.342 3.676 -0.0867 -0.2679 -0.3924
C 0.102 -2.132 3.115 -0.2008 -0.1296 -0.2517
O -0.718 -2.582 3.891 0.0580 0.3113 0.1626
O 0.046 -2.149 1.834 0.2111 -0.2807 0.5289
H 0.696 2.627 0.718 -0.0140 -0.0046 -0.0006
H 0.635 2.758 2.960 0.0161 0.0070 0.0209
H 2.309 3.073 2.490 0.0143 -0.0143 0.1052
H 2.521 1.414 4.154 -0.0407 -0.0754 0.0439
H 2.754 0.578 2.619 -0.0736 -0.0653 -0.0330
H -0.116 1.521 4.612 -0.3634 0.0943 -0.4644
H -0.502 -0.263 4.973 -0.4788 -0.1578 -0.5332
H 1.531 -1.605 4.711 -0.0308 0.0164 0.0066
H 2.201 -1.522 3.057 0.0105 0.1517 -0.0303
C 1.343 -1.746 -3.593 0.0030 0.0097 -0.0133
N 1.793 -0.452 -3.088 0.0575 -0.0108 -0.0108
C 2.000 -0.109 -1.816 -0.0375 -0.0061 -0.0075
Se 1.833 -1.238 -0.307 -0.0728 0.0712 0.1674
N 2.401 1.170 -1.778 0.0143 0.0088 -0.0252
C 2.472 1.681 -3.067 -0.0184 -0.0131 0.0173
C 2.836 2.928 -3.564 0.0134 0.0008 -0.0156
C 2.801 3.070 -4.935 -0.0003 0.0146 0.0184
C 2.415 2.017 -5.782 -0.0073 -0.0193 -0.0066
C 2.053 0.782 -5.287 -0.0022 0.0150 -0.0114
C 2.091 0.639 -3.904 -0.0473 -0.0020 0.0178
H 1.129 -2.398 -2.753 -0.0106 0.0015 -0.0035
H 2.123 -2.181 -4.215 0.0040 -0.0060 0.0097
H 0.440 -1.599 -4.182 -0.0008 -0.0054 0.0015
H 2.628 1.641 -0.917 0.0218 -0.0145 0.0110
H 3.141 3.738 -2.917 0.0021 0.0012 -0.0027
H 3.081 4.017 -5.375 -0.0006 0.0014 0.0022
H 2.406 2.182 -6.851 0.0010 -0.0031 -0.0007
H 1.760 -0.027 -5.941 0.0022 0.0000 -0.0012
C -3.648 -2.472 1.645 0.0717 -0.0138 0.0039
N -2.611 -2.025 0.713 -0.0038 0.0836 -0.0609
C -2.700 -1.155 -0.277 0.0849 -0.2535 -0.1029
S -1.242 -0.581 -1.059 -0.0321 0.2898 0.1125
N -3.840 -0.707 -0.796 -0.0261 0.0515 0.1888
C -5.189 -1.266 -0.672 0.0195 -0.0101 -0.0611
H -3.153 -3.098 2.383 -0.0002 0.0202 0.0197
H -4.417 -3.059 1.151 -0.0030 -0.0116 0.0131
H -4.103 -1.625 2.160 -0.0443 -0.0097 -0.0228
H -1.659 -2.302 0.957 -0.0106 -0.0173 0.0463
H -3.717 0.024 -1.478 0.0134 -0.0352 -0.0366
H -5.218 -2.288 -1.047 -0.0028 -0.0103 0.0276
H -5.845 -0.656 -1.286 -0.0003 -0.0145 -0.0134
H -5.554 -1.232 0.349 -0.0086 0.0122 -0.0024
```
Forces are in eV/Å.

Löwdin population analysis, charges in e, atoms 1 to 6: 0.41 -0.15 -0.18 -0.07 -0.08 0.11

=====

Entry 2:
Formula: C17H25NO4
Source: OMol25
Level of theory: ωB97M-V/def2-TZVPD

Properties
energy relative to the best compared isomer or geometry (same formula, charge and spin) = 1700.0 kJ/mol
LUMO level = 0.722 eV
gap between HOMO and LUMO = 0.315 Eh
charge = 0
molar mass = 307.4 g mol⁻¹

XYZ file:
```
47
Properties=species:S:1:pos:R:3:forces:R:3
C 5.787 2.056 -0.267 0.5225 -2.1973 -10.0724
C 6.014 0.534 -0.472 -3.9793 0.3774 -1.6144
H 6.599 0.237 0.344 0.4725 -1.3409 1.1245
H 6.383 0.225 -1.440 0.5993 0.4097 0.0241
O 4.604 -0.262 -0.634 1.7260 1.6690 5.7367
C 3.941 -0.388 0.757 3.5223 1.4170 1.0180
O 4.416 -0.150 1.928 -1.7745 -0.9627 -6.5302
C 2.598 -0.874 0.429 -0.7002 -4.8885 4.9416
C 2.530 -2.047 -0.521 0.0406 -4.6161 8.7971
C 1.183 -2.598 -0.611 -1.6355 8.2533 9.2268
C 0.193 -1.184 -1.021 -1.6531 -9.1832 -1.9569
N 0.205 -0.149 -0.247 2.8186 2.5359 5.6935
C 1.684 0.028 -0.080 -3.0355 11.3634 0.8369
H 1.683 1.146 0.758 0.3038 -2.9482 -2.3181
H 2.021 0.535 -1.068 -0.2707 -1.0800 1.4485
C -0.519 -0.443 1.214 -2.0512 6.3454 -8.8671
C -1.886 -0.601 0.843 -2.9320 7.2686 0.9341
C -2.696 -1.663 0.945 5.1110 -0.3459 0.2287
C -3.900 -1.531 0.496 -9.2548 -5.6906 0.4889
C -4.676 -0.421 0.282 -1.1869 -2.0252 -2.0019
C -3.974 0.715 -0.002 1.1719 5.8034 1.7836
C -2.690 0.834 0.555 3.9608 -4.0048 -1.5618
O -1.809 1.975 0.423 -2.8484 -5.6700 2.9220
C -2.442 3.121 0.119 7.8643 -4.1074 -9.8228
H -3.187 3.564 0.372 -8.8976 4.4660 5.0307
H -2.677 3.025 -1.088 -0.0069 0.1965 2.1224
H -1.564 3.620 -0.025 1.6750 3.3228 0.1688
H -4.384 1.790 -0.244 0.1683 -2.5953 0.1379
O -6.054 -0.621 -0.011 2.6103 -0.1370 0.6084
C -6.651 0.520 -0.454 -1.5454 2.9603 -3.4170
H -7.696 0.336 -0.747 0.2069 -0.4473 0.7661
H -6.315 0.953 -1.580 0.0488 -1.0967 2.9614
H -6.654 1.370 0.274 0.2388 -0.6372 -0.5316
H -4.599 -2.677 0.597 1.8787 3.7546 -0.5017
H -2.200 -2.588 1.174 -0.3246 -0.6066 0.1507
H -0.133 -1.118 1.681 4.4970 -8.1114 5.0594
H -0.204 0.463 1.545 0.0052 2.7594 1.9596
H -0.790 -1.685 -0.853 0.2190 0.3558 -1.7026
H 0.561 -0.992 -2.010 -0.4410 0.1252 -0.9819
H 0.986 -3.214 -1.257 -1.7595 -6.7114 -6.9587
H 0.858 -3.041 0.501 0.5780 1.1179 -2.8605
H 3.073 -2.813 0.183 0.2595 0.7046 -2.4306
H 2.884 -1.788 -1.359 3.3528 1.4064 -6.4587
H 2.241 -1.356 1.571 0.5984 1.5288 -3.0441
H 5.014 2.508 -1.229 2.5552 -1.2017 3.0965
H 5.437 2.252 0.589 -2.9173 1.5679 6.5672
H 6.805 2.399 -0.363 0.2089 0.8958 -0.2010
```
Forces are in eV/Å.

Löwdin population analysis, charges in e, atoms 1 to 6: -0.06 -0.12 0.08 0.10 -0.10 -0.27